Entry from OMol25: a cluster of 2 separate species, C5H15NO2 in total at a distorted geometry (ωB97M-V with the def2-TZVPD basis set).

Net charge: 0
Energy relative to the best compared isomer or geometry (same formula, charge and spin), eV: 1.9610
SMILES: CNCCCCO.O

Each line ends with the Löwdin charge.
Geometry (Å):
C (-0.07658, -2.29579, -0.15437)  -0.1333
N (0.75632, -1.46535, -1.01186)  -0.0994
C (0.02936, -0.46319, -1.77668)  -0.2417
C (-0.49819, 0.87625, -1.17098)  -0.1841
C (0.34400, 1.53078, -0.05453)  -0.1672
C (0.64073, 0.79399, 1.26013)  -0.2277
O (2.03940, 0.45205, 1.30527)  -0.1053
H (0.05266, -2.15978, 0.92350)  0.0693
H (-1.13819, -2.13300, -0.33470)  0.0757
H (0.12274, -3.36003, -0.32086)  0.0704
H (1.42304, -0.98703, -0.41938)  0.0725
H (-0.79064, -0.95742, -2.27273)  0.1022
H (0.68518, -0.14801, -2.59976)  0.1049
H (-1.45661, 0.56661, -0.72706)  0.0682
H (-0.73582, 1.57317, -1.97277)  0.1077
H (1.30059, 1.57822, -0.57697)  0.1035
H (0.01868, 2.54513, 0.14434)  0.1049
H (0.24194, -0.20392, 1.31055)  0.0776
H (0.40698, 1.40879, 2.12192)  0.1132
H (2.65654, 0.95612, 0.76386)  0.0803
O (-2.67269, 0.44796, 1.32637)  -0.0518
H (-2.34113, 1.21066, 0.84285)  0.0187
H (-3.43815, 0.13164, 0.84084)  0.0414

Entry from OMol25: a cluster of 2 separate species, C5H15NO2 in total at a distorted geometry (ωB97M-V with the def2-TZVPD basis set).

Net charge: 0
Energy relative to the best compared isomer or geometry (same formula, charge and spin), eV: 2.0239
SMILES: CN[C@H](C)CCO.O

Each line ends with the Löwdin charge.
Geometry (Å):
C (-1.57555, 0.34109, 1.38259)  -0.1208
N (-0.58520, 0.91156, 0.47777)  -0.0854
C (0.08921, -0.08624, -0.27648)  -0.4253
C (1.40143, -0.66818, 0.35762)  -0.0533
C (0.43151, 0.24119, -1.75975)  -0.1478
C (-0.72248, 0.54293, -2.69982)  -0.2391
O (-0.98929, -0.65131, -3.47181)  -0.0954
H (-2.36112, -0.12155, 0.77392)  0.0776
H (-1.15472, -0.52866, 1.91670)  0.0748
H (-2.14620, 1.00176, 2.02651)  0.0746
H (0.12876, 1.45633, 0.94496)  0.1062
H (-0.47687, -1.01693, -0.40278)  0.1367
H (1.40873, -1.72074, 0.60476)  0.0676
H (1.59274, -0.12373, 1.30105)  0.0607
H (2.35475, -0.56478, -0.13194)  0.0621
H (1.15025, 1.07994, -1.75511)  0.1191
H (0.94691, -0.63007, -2.15006)  0.1107
H (-1.71026, 0.70915, -2.23878)  0.1108
H (-0.68178, 1.40294, -3.39597)  0.1169
H (-1.27688, -0.40464, -4.34113)  0.0619
O (1.51256, -0.27026, 4.58409)  -0.0411
H (2.01367, -0.23592, 3.78779)  0.0011
H (0.64984, -0.66387, 4.46590)  0.0275

Entry from OMol25: a cluster of 3 separate species, C5H15NO2 in total at a distorted geometry (ωB97M-V with the def2-TZVPD basis set).

Net charge: 0
Energy relative to the best compared isomer or geometry (same formula, charge and spin), eV: 3.2863
SMILES: C=C(C)CCN.O.O

Each line ends with the Löwdin charge.
Geometry (Å):
C (1.65754, 0.45418, 1.49772)  0.0266
C (1.26107, 0.23702, 0.22106)  -0.3644
C (1.17933, 1.41201, -0.72756)  -0.0373
C (1.13939, -1.11569, -0.36094)  -0.2060
C (-0.11355, -1.21023, -1.12462)  -0.2854
N (-1.21632, -1.72669, -0.22739)  -0.0024
H (2.07132, 1.41631, 1.77829)  0.0639
H (1.75566, -0.34808, 2.15627)  0.0384
H (0.37555, 1.31550, -1.26971)  -0.0189
H (2.04586, 1.27636, -1.36558)  0.0936
H (1.25944, 2.36276, -0.12086)  0.1125
H (1.27212, -1.89058, 0.49810)  0.1562
H (1.84704, -1.21883, -1.14131)  0.1026
H (-0.44627, -0.32978, -1.76813)  0.1084
H (-0.12275, -2.02442, -2.08923)  0.1561
H (-0.88798, -2.60681, 0.24448)  0.0933
H (-1.54737, -1.06636, 0.36844)  -0.0565
O (-2.24195, 1.47291, -0.56087)  0.0462
H (-2.18073, 0.61085, -0.48127)  -0.0736
H (-2.95867, 1.83008, -1.04227)  0.0484
O (-1.55220, 0.04218, 1.84043)  -0.0242
H (-0.71270, 0.31898, 2.23652)  0.0456
H (-1.88381, 0.78832, 1.43842)  -0.0230

Entry from OMol25: a cluster of 3 separate species, C5H15NO2 in total at a distorted geometry (ωB97M-V with the def2-TZVPD basis set).

Net charge: +1
Energy relative to the best compared isomer or geometry (same formula, charge and spin), eV: 2.0132
<S²>: 0.77
Spin multiplicity: 2

Each line ends with the Löwdin charge.
Geometry (Å):
C (0.27262, 2.50851, -0.95491)  -0.0893
C (1.31502, 1.49159, -1.34787)  -0.2299
C (1.92403, 0.78749, -0.16174)  0.0367
C (1.15178, -0.18677, 0.35155)  -0.0716
N (1.23228, -0.69296, 1.61986)  0.0456
C (0.47323, -1.90514, 2.03611)  -0.0041
H (0.65118, 3.55463, -0.74745)  0.1035
H (-0.50212, 2.79656, -1.71723)  0.1039
H (-0.39132, 2.27318, -0.11406)  0.0737
H (2.16264, 1.89610, -1.88145)  0.1197
H (0.87774, 0.69715, -1.95132)  0.1170
H (2.75126, 1.40965, 0.16444)  0.1507
H (0.35405, -0.70258, -0.30455)  0.1820
H (2.17105, -0.81652, 1.99414)  0.1640
H (0.71321, -1.94943, 3.13966)  0.1272
H (0.87200, -2.78565, 1.56950)  0.1009
H (-0.58635, -1.76274, 1.77100)  0.0700
H (-3.22703, -0.82360, 1.03374)  0.1123
H (-1.78551, -0.75531, 0.70473)  -0.0296
O (-2.47971, -1.35674, 0.64836)  -0.0355
H (-3.02237, -1.04053, -1.25993)  0.0019
H (-2.07620, -1.62786, -2.35753)  0.0535
O (-2.85146, -1.00903, -2.23502)  -0.1025